C6H8LiO6Rb | ωB97M-V with the def2-TZVPD basis set

- Energy: -19495.24707 eV
- E_HOMO (spin up / spin down): -1.324 / -3.761 eV
- Energy above the lowest of the compared OMol25 structures with the same formula, charge and spin: 1.25 kcal/mol
- HOMO-LUMO gap (spin up / spin down): 2.9 / 5.4 eV
- Spin multiplicity: 2
- Total charge: -1
- ⟨S²⟩: 0.750
- Lowest unoccupied orbital energy (spin up / spin down): 0.059 / 0.059 Eh

The geometry in XYZ format:
```
22
C6H8LiO6Rb, DFT ωB97M-V with the def2-TZVPD basis set
O -3.06872 3.52519 -0.49971
C -1.83168 3.34391 -0.39985
O -0.98249 4.26259 -0.48628
Rb -3.92943 8.56686 -1.41847
O -1.40042 2.10924 -0.07452
C -0.03718 1.77858 -0.30883
C 0.09316 0.26255 -0.30218
H 0.59974 2.21972 0.47175
H 0.29372 2.17506 -1.28117
H -0.29063 -0.12460 0.66400
H -0.57617 -0.16442 -1.07452
H -0.87506 -2.83775 0.42236
Li 2.71765 -0.59469 -1.51847
O 1.42994 -0.08125 -0.40038
O 0.82601 -2.82552 -0.76500
C 0.09310 -3.35124 0.36444
C 1.00709 -3.02947 1.54113
O 2.18336 -2.49929 0.89480
C 1.90612 -2.13327 -0.36739
H -0.05757 -4.42525 0.20646
H 1.30677 -3.91105 2.11945
H 0.59267 -2.26589 2.21237
```

Löwdin atomic charge list, values in e, 6 entries: O -0.08; C -0.84; O -0.08; Rb -0.02; O -0.03; C -0.20


CH5NO3 | ωB97M-V with the def2-TZVPD basis set

- Energy: -8744.77276 eV
- E_HOMO: -9.658 eV
- Energy above the lowest of the compared OMol25 structures with the same formula, charge and spin: 162.60 kcal/mol
- HOMO-LUMO gap: 9.3 eV
- Spin multiplicity: 1
- Lowest unoccupied orbital energy: -0.013 Eh

The geometry in XYZ format:
```
10
CH5NO3, DFT ωB97M-V with the def2-TZVPD basis set
C -1.40196 -0.07475 0.08950
O -0.88158 -1.17170 -0.27077
H 0.27205 -1.24288 0.11023
H -1.22107 0.30418 1.10027
H -2.38165 0.17730 -0.32350
H -0.54301 1.19560 -0.55721
N 1.64048 0.19914 -0.04120
O 2.74886 0.64254 -0.01043
O 1.45327 -1.02261 0.38313
H 0.31462 0.99317 -0.48000
```

Löwdin atomic charge list, values in e, 6 entries: C -0.15; O -0.05; H 0.05; H 0.10; H 0.10; H 0.09


C9H18Cl12O3 | ωB97M-V with the def2-TZVPD basis set

- Energy: -166034.52080 eV
- E_HOMO: -9.702 eV
- Energy above the lowest of the compared OMol25 structures with the same formula, charge and spin: 37.27 kcal/mol
- SMILES: ClC(Cl)(Cl)Cl.ClC(Cl)(Cl)Cl.ClC(Cl)(Cl)Cl.CCO.CCO.CCO
- HOMO-LUMO gap: 9.9 eV
- Spin multiplicity: 1
- Lowest unoccupied orbital energy: 0.007 Eh

The geometry in XYZ format:
```
42
C9H18Cl12O3, DFT ωB97M-V with the def2-TZVPD basis set
C -0.72591 -3.01086 5.23998
Cl -0.27035 -4.69497 4.89835
Cl -2.27719 -2.65482 4.51738
Cl -0.80781 -2.79348 6.98255
Cl 0.51571 -1.95656 4.55515
C -3.08836 1.31163 -3.74437
Cl -1.96802 2.65174 -3.94746
Cl -4.72607 1.94344 -3.52128
Cl -3.04292 0.29805 -5.19036
Cl -2.64874 0.35082 -2.34323
C 2.15809 -2.70326 -4.01107
Cl 0.75256 -1.62611 -3.96764
Cl 2.83879 -2.71724 -5.63245
Cl 3.38226 -2.09421 -2.89031
Cl 1.65299 -4.31198 -3.53052
C -1.26551 1.39407 1.59477
C -1.35695 2.90710 1.69419
O -0.17822 3.48179 2.27162
H -0.77350 0.95219 2.46070
H -0.57447 1.16765 0.77365
H -2.26090 0.98943 1.41880
H -2.15651 3.20402 2.37638
H -1.53372 3.39169 0.73000
H 0.59084 2.99247 1.95482
C -0.76666 -2.35144 1.00236
C -0.71092 -1.89720 -0.44016
O 0.55709 -1.29501 -0.66298
H -0.41521 -1.58904 1.70102
H -0.20973 -3.24716 1.28298
H -1.81416 -2.51109 1.28091
H -1.49826 -1.14639 -0.55527
H -0.95703 -2.72407 -1.11466
H 0.49693 -0.74362 -1.44866
C 2.22790 1.59966 -1.23466
C 3.00559 2.33170 -0.16953
O 2.09584 2.60836 0.93145
H 2.88474 1.46720 -2.09628
H 1.26889 2.07234 -1.42768
H 2.01681 0.58062 -0.89569
H 3.37296 3.28284 -0.55633
H 3.79732 1.72914 0.27281
H 2.41180 3.36056 1.44074
```

Löwdin atomic charge list, values in e, 6 entries: C -2.07; Cl 0.51; Cl 0.54; Cl 0.53; Cl 0.53; C -2.07


C14H16O | ωB97M-V with the def2-TZVPD basis set

- Energy: -16823.75423 eV
- E_HOMO: -8.477 eV
- Energy above the lowest of the compared OMol25 structures with the same formula, charge and spin: 34.15 kcal/mol
- SMILES: Cc1ccc(O)cc1.Cc1ccccc1
- HOMO-LUMO gap: 9.3 eV
- Spin multiplicity: 1
- Lowest unoccupied orbital energy: 0.029 Eh

The geometry in XYZ format:
```
31
C14H16O, DFT ωB97M-V with the def2-TZVPD basis set
C -1.38615 -2.85341 -1.12593
C -2.26084 -0.07336 1.30829
C -1.24852 -0.18874 2.24750
C -2.30527 -0.88722 0.15658
C -1.25093 -1.78588 -0.01913
C -0.28515 -1.17830 2.07252
C -0.13598 -1.82963 0.86285
H -2.96178 0.74534 1.27546
H -1.15514 0.30440 3.21494
H -3.07785 -0.99631 -0.58509
H 0.56592 -1.44430 2.71260
H -0.58212 -3.57033 -1.01138
H -1.44228 -2.41710 -2.12315
H 0.55504 -2.65042 0.70834
H -2.28556 -3.35929 -0.78947
C 3.66674 1.14090 -0.07891
C 0.04016 2.41855 0.12611
C 1.41394 2.25339 0.26163
C -0.56994 1.53702 -0.74771
C 2.17944 1.31788 -0.40970
C 0.17615 0.68294 -1.57404
C 1.53922 0.49169 -1.32749
O -1.96754 1.49504 -0.84858
H -0.50178 3.16673 0.69124
H 1.88956 2.92208 0.96748
H -2.22776 1.47957 -1.77457
H -0.36278 0.15080 -2.35302
H 4.19167 1.78216 -0.78208
H 3.97050 0.10696 -0.11272
H 2.13629 -0.16835 -1.93110
H 3.68274 1.40718 0.98850
```

Löwdin atomic charge list, values in e, 6 entries: C -0.04; C -0.09; C -0.09; C -0.07; C -0.28; C -0.10